{
  "formula": "C51H55N4OP2PdS",
  "method": "ωB97M-V/def2-TZVPD",
  "homo_lumo_gap_ev": 5.4,
  "energy_ha": -3479.53455,
  "fmax_ev_per_a": 0.8,
  "e_homo_ev": -2.89,
  "charge": -1,
  "symbols": ["Pd", "C", "N", "P", "C", "C", "C", "C", "C", "C", "C", "C", "C", "C", "C", "C", "P", "C", "C", "C", "C", "C", "C", "C", "C", "C", "C", "C", "C", "H", "H", "H", "H", "H", "H", "H", "H", "H", "H", "H", "H", "H", "H", "H", "H", "H", "H", "H", "H", "H", "H", "H", "C", "C", "C", "C", "C", "C", "C", "N", "C", "N", "C", "C", "C", "C", "C", "C", "C", "N", "C", "C", "C", "C", "C", "C", "C", "H", "H", "H", "H", "H", "H", "H", "H", "H", "H", "H", "H", "H", "H", "H", "H", "H", "H", "H", "H", "H", "H", "C", "C", "S", "O", "C", "C", "H", "H", "H", "H", "H", "H", "H", "H", "H", "H"],
  "coordinates": [[0.35723, -0.56796, 0.49389], [4.13655, 1.87559, 0.35464], [2.88398, 1.18416, 0.07190], [1.84096, 0.67262, 1.34970], [3.09605, -0.07150, 2.49460], [3.51383, -1.35941, 2.14503], [4.50409, -2.00932, 2.86640], [5.08170, -1.39054, 3.96901], [4.67428, -0.11465, 4.32796], [3.69727, 0.54301, 3.58928], [1.47858, 2.24224, 2.22729], [1.62581, 3.50446, 1.65863], [1.22473, 4.64414, 2.34331], [0.66940, 4.53813, 3.60962], [0.49271, 3.28140, 4.17614], [0.88172, 2.14340, 3.48698], [2.71207, 0.04042, -1.23682], [1.52670, 0.87649, -2.35684], [1.23922, 2.23494, -2.32026], [0.41134, 2.80658, -3.27780], [-0.14272, 2.02049, -4.27847], [0.11821, 0.65496, -4.30405], [0.93808, 0.08559, -3.34242], [4.27280, 0.48471, -2.16478], [5.42112, -0.21022, -1.78295], [6.64199, 0.01175, -2.40205], [6.73329, 0.92359, -3.44541], [5.59659, 1.60602, -3.85576], [4.38032, 1.39098, -3.21957], [4.01102, 2.47857, 1.25468], [4.41364, 2.54041, -0.46636], [4.97180, 1.18930, 0.53239], [3.03006, -1.83528, 1.29678], [4.81806, -3.00520, 2.57626], [5.84471, -1.90110, 4.54446], [5.12171, 0.37574, 5.18446], [3.39884, 1.54477, 3.87518], [2.05221, 3.59454, 0.66725], [1.34071, 5.61720, 1.88115], [0.35716, 5.42696, 4.14465], [0.03550, 3.18509, 5.15388], [0.70453, 1.15967, 3.91315], [1.66243, 2.84261, -1.52878], [0.19071, 3.86683, -3.23307], [-0.79136, 2.46534, -5.02394], [-0.33362, 0.02985, -5.06491], [1.11422, -0.98496, -3.33847], [5.34798, -0.93996, -0.98239], [7.52018, -0.53427, -2.07893], [7.68132, 1.09469, -3.94066], [5.65723, 2.31251, -4.67529], [3.50406, 1.93411, -3.55065], [-3.19536, -0.09612, -3.76389], [-4.61051, -0.29911, -3.30475], [-5.58423, -0.74727, -4.19129], [-6.90767, -0.91034, -3.80728], [-7.28166, -0.62449, -2.50419], [-6.32450, -0.20015, -1.59615], [-4.99602, -0.03456, -1.98015], [-4.06496, 0.44393, -1.03885], [-2.86071, -0.16944, -0.66575], [-2.80204, -1.49095, -1.01046], [-1.70197, -2.37352, -1.27942], [-0.40324, -2.13225, -0.81287], [0.54258, -3.09710, -1.20768], [0.23329, -4.22486, -1.95761], [-1.07690, -4.43037, -2.36222], [-2.06116, -3.50731, -2.03847], [-3.47946, -3.75979, -2.49343], [-1.97142, 0.45767, 0.00278], [-2.08259, 1.83438, 0.22425], [-2.00705, 2.75087, -0.82483], [-2.04049, 4.11582, -0.58358], [-2.14927, 4.58559, 0.71650], [-2.21977, 3.67544, 1.76364], [-2.18576, 2.30422, 1.54476], [-2.23478, 1.32419, 2.67862], [-3.16148, 0.04947, -4.84357], [-2.56235, -0.95227, -3.51669], [-2.74431, 0.77050, -3.28163], [-5.29451, -0.95421, -5.21509], [-7.64167, -1.25351, -4.52484], [-8.31009, -0.74495, -2.18914], [-6.59270, 0.00416, -0.56671], [-4.32123, 1.24671, -0.48739], [-3.68645, -1.83903, -1.33857], [1.57766, -2.94780, -0.91145], [1.00467, -4.94103, -2.22216], [-1.34595, -5.30725, -2.94254], [-3.53035, -4.69243, -3.05554], [-3.86500, -2.96640, -3.13995], [-4.17429, -3.85405, -1.65081], [-1.89080, 2.37080, -1.83241], [-1.96774, 4.81073, -1.41221], [-2.16075, 5.64945, 0.91800], [-2.28114, 4.03528, 2.78428], [-2.25076, 1.83865, 3.63998], [-1.37001, 0.65623, 2.65233], [-3.12096, 0.68745, 2.61050], [0.25812, -3.74742, 5.48128], [1.04098, -3.55056, 4.19489], [0.32296, -2.27586, 3.09818], [-0.18157, -1.21248, 4.01912], [-1.10734, -3.26203, 2.53811], [-2.30282, -2.35148, 2.31603], [0.81395, -4.38315, 6.17233], [-0.71135, -4.21227, 5.30029], [0.08388, -2.78085, 5.95248], [1.12794, -4.46326, 3.60041], [2.05020, -3.18786, 4.40039], [-1.32969, -4.04664, 3.26214], [-0.77676, -3.70952, 1.59721], [-2.62813, -1.91337, 3.25920], [-3.12491, -2.91978, 1.87652], [-2.04058, -1.54392, 1.63131]],
  "forces_ev_per_angstrom": [[-0.66, -0.05, -0.49], [0.00, 0.01, 0.02], [-0.05, 0.00, 0.08], [0.41, 0.22, 0.23], [0.07, 0.00, 0.03], [-0.04, 0.04, 0.02], [-0.03, 0.00, -0.01], [0.01, 0.00, 0.00], [0.01, 0.01, 0.01], [-0.04, 0.01, -0.02], [-0.02, 0.03, -0.03], [0.00, -0.02, 0.00], [-0.02, 0.02, 0.03], [0.02, 0.00, -0.02], [0.02, -0.02, -0.01], [0.02, 0.00, 0.02], [0.14, 0.00, -0.05], [-0.05, -0.04, -0.04], [-0.02, 0.02, 0.03], [0.02, 0.01, 0.02], [0.00, -0.02, 0.00], [-0.02, 0.02, 0.00], [0.01, 0.02, 0.01], [-0.01, 0.05, -0.04], [0.02, -0.02, 0.00], [0.01, 0.00, 0.00], [-0.02, 0.01, 0.00], [0.03, -0.01, 0.00], [0.00, -0.03, 0.00], [0.01, 0.00, 0.00], [0.00, -0.01, 0.00], [0.01, 0.00, 0.02], [0.00, -0.04, 0.01], [0.00, -0.01, 0.00], [0.00, 0.00, 0.00], [0.00, 0.01, 0.00], [0.01, -0.02, 0.01], [-0.01, 0.01, -0.01], [0.00, 0.00, 0.00], [0.00, 0.01, 0.00], [0.00, 0.00, 0.01], [0.00, 0.00, 0.02], [0.00, -0.01, 0.00], [0.00, 0.00, -0.01], [0.00, 0.00, -0.01], [0.00, 0.00, -0.01], [0.00, -0.01, 0.00], [0.01, -0.01, 0.01], [0.00, 0.00, 0.01], [0.00, 0.00, 0.00], [-0.01, 0.00, 0.00], [0.01, 0.01, -0.01], [-0.02, -0.02, 0.00], [0.01, -0.01, 0.01], [-0.03, 0.00, 0.02], [0.02, -0.01, -0.03], [0.01, 0.01, 0.02], [-0.02, 0.00, 0.00], [0.04, 0.02, -0.05], [0.00, -0.10, 0.03], [-0.06, 0.00, -0.05], [-0.03, 0.02, 0.03], [0.04, 0.05, 0.06], [0.09, 0.01, 0.09], [-0.07, -0.06, -0.07], [0.06, 0.05, 0.04], [-0.03, 0.00, -0.01], [-0.05, 0.01, -0.01], [0.02, -0.02, 0.02], [0.10, -0.21, 0.06], [0.04, 0.08, 0.04], [0.01, -0.03, -0.04], [0.02, -0.01, -0.01], [0.00, -0.03, 0.02], [-0.01, 0.02, -0.02], [0.01, -0.02, 0.00], [-0.03, -0.01, -0.01], [-0.01, 0.01, -0.01], [0.02, 0.02, -0.01], [0.01, 0.01, 0.00], [0.01, 0.00, -0.01], [-0.01, 0.00, -0.01], [-0.01, 0.00, 0.01], [-0.01, 0.00, 0.01], [0.01, 0.00, -0.01], [0.01, 0.01, 0.00], [0.00, 0.00, 0.00], [0.00, 0.00, 0.00], [0.00, 0.00, 0.00], [0.00, 0.01, 0.00], [-0.01, 0.01, -0.01], [0.00, 0.00, 0.00], [0.01, 0.02, 0.01], [0.00, 0.00, -0.01], [0.00, 0.01, 0.01], [0.00, 0.00, 0.01], [0.00, 0.01, 0.00], [-0.01, -0.02, 0.00], [0.00, -0.02, 0.00], [0.02, 0.01, -0.04], [0.01, 0.03, 0.00], [0.14, -0.21, -0.05], [-0.10, 0.11, 0.20], [-0.03, 0.07, -0.03], [0.04, -0.03, -0.03], [0.00, -0.01, 0.01], [-0.01, 0.00, 0.02], [0.00, 0.01, 0.01], [0.00, 0.00, -0.02], [0.01, 0.00, 0.01], [0.01, 0.00, 0.01], [0.01, 0.00, 0.00], [0.00, 0.02, 0.00], [-0.01, 0.00, 0.00], [-0.01, 0.02, -0.01]]
}